Arrangement 1

{
  "formula": "C6H10NO",
  "method": "ωB97M-V/def2-TZVPD",
  "e_lumo_ev": -5.1,
  "orbital_gap_ha": 0.3499,
  "smiles": "C#[N+]C(=C)[C@@H](C)CO",
  "charge": 1,
  "homo_ha": -0.5369,
  "multiplicity": 1,
  "symbols": ["C", "N", "C", "C", "C", "C", "C", "O", "H", "H", "H", "H", "H", "H", "H", "H", "H", "H"],
  "positions_angstrom": [[-0.05407, -1.23982, 2.22372], [-0.37387, -1.25494, 1.12052], [-0.51154, -1.00203, -0.16791], [-1.26662, -1.80035, -0.95797], [0.40290, 0.28166, -0.57513], [-0.55898, 1.16918, -1.35041], [0.89974, 0.93597, 0.73693], [1.83614, 0.14523, 1.44630], [0.12679, -0.99549, 3.23582], [-1.81871, -2.65498, -0.68011], [-1.29720, -1.60515, -1.97343], [1.22293, 0.13039, -1.20371], [-0.03026, 1.93189, -2.03623], [-1.26932, 1.83355, -0.81772], [-1.34842, 0.66882, -2.00420], [0.12265, 1.08996, 1.61177], [1.22424, 1.87078, 0.32440], [2.69361, 0.49531, 1.06737]],
  "nbo_charge": [0.457, -0.195, 0.066, -0.205, -0.252, -0.655, -0.083, -0.742, 0.298, 0.233, 0.224, 0.246, 0.243, 0.240, 0.239, 0.176, 0.210, 0.501]
}

Arrangement 2

{
  "formula": "C6H10NO",
  "method": "ωB97M-V/def2-TZVPD",
  "e_lumo_ev": -3.8,
  "orbital_gap_ha": 0.3604,
  "smiles": "C=C=CC/C(O)=[NH+]/C",
  "charge": 1,
  "homo_ha": -0.4992,
  "multiplicity": 1,
  "symbols": ["C", "C", "C", "C", "C", "O", "N", "C", "H", "H", "H", "H", "H", "H", "H", "H", "H", "H"],
  "positions_angstrom": [[-3.35548, 1.24848, 0.12131], [-2.20949, 0.78729, -0.29914], [-1.14439, 0.20516, -0.79231], [-0.60633, -1.14707, -0.22855], [0.63816, -0.70428, 0.32106], [0.68098, -0.23907, 1.55080], [1.73817, -0.53572, -0.36727], [2.89875, 0.25215, -0.02002], [-4.30843, 0.91987, -0.24022], [-3.42703, 2.07077, 0.85940], [-0.40968, 0.67826, -1.45562], [-0.47447, -1.74621, -1.15413], [-1.23857, -1.67231, 0.58080], [-0.07135, -0.67033, 2.02409], [1.70904, -0.80277, -1.28029], [2.64729, 1.27952, 0.03810], [3.22737, 0.00046, 1.00094], [3.70546, 0.07580, -0.65894]],
  "nbo_charge": [-0.419, 0.113, -0.305, -0.515, 0.709, -0.591, -0.475, -0.434, 0.252, 0.251, 0.233, 0.270, 0.267, 0.519, 0.414, 0.230, 0.240, 0.242]
}

Arrangement 3

{
  "formula": "C6H10NO",
  "method": "ωB97M-V/def2-TZVPD",
  "e_lumo_ev": -5.2,
  "orbital_gap_ha": 0.3015,
  "smiles": "C=[NH+]C(=C)CCC=O",
  "charge": 1,
  "homo_ha": -0.4909,
  "multiplicity": 1,
  "symbols": ["C", "N", "C", "C", "C", "C", "C", "O", "H", "H", "H", "H", "H", "H", "H", "H", "H", "H"],
  "positions_angstrom": [[-0.57275, -1.78784, -1.19198], [0.01610, -1.82351, -0.11432], [0.84203, -0.69475, 0.30385], [2.15778, -0.80807, 0.22040], [0.13202, 0.48755, 0.80480], [-1.03861, 0.93700, -0.00455], [-1.04244, 2.49396, 0.07877], [-0.70452, 3.13742, 1.04345], [-1.45662, -2.43960, -1.48490], [-0.32858, -0.99187, -1.91099], [-0.16870, -2.60391, 0.55295], [2.86380, 0.07444, 0.59939], [2.71138, -1.73483, -0.07577], [-0.23913, 0.38170, 1.87528], [0.91119, 1.25741, 1.13518], [-0.89394, 0.68051, -1.10721], [-1.98852, 0.54997, 0.19557], [-1.20049, 2.88443, -0.91992]],
  "nbo_charge": [0.136, -0.413, 0.073, -0.314, -0.494, -0.516, 0.461, -0.474, 0.251, 0.230, 0.456, 0.258, 0.237, 0.265, 0.290, 0.187, 0.245, 0.124]
}

Stability, descending: arrangement 2, arrangement 3, arrangement 1

Arrangement 1

{
  "formula": "C2H5NOS2",
  "method": "ωB97M-V/def2-TZVPD",
  "e_lumo_ev": 0.4,
  "orbital_gap_ha": 0.3417,
  "homo_ha": -0.3261,
  "multiplicity": 1,
  "symbols": ["C", "C", "H", "H", "H", "H", "H", "N", "O", "S", "S"],
  "positions_angstrom": [[-0.39575, 1.72518, -0.67385], [1.56196, -1.64449, 0.52858], [-2.16751, 0.76194, -0.94482], [-2.31828, 2.44084, -0.51602], [-0.03930, 2.72389, -0.41396], [0.39849, -3.06784, 1.92518], [1.50633, -0.82648, -0.20616], [-1.73055, 1.64493, -0.71225], [2.59024, -2.14928, 0.88530], [0.64853, 0.49845, -0.97389], [-0.05416, -2.10714, 1.10188]],
  "nbo_charge": [-0.053, 0.283, 0.408, 0.401, 0.195, 0.144, 0.122, -0.751, -0.533, -0.153, -0.064]
}

Arrangement 2

{
  "formula": "C2H5NOS2",
  "method": "ωB97M-V/def2-TZVPD",
  "e_lumo_ev": -0.3,
  "orbital_gap_ha": 0.2975,
  "homo_ha": -0.3103,
  "multiplicity": 1,
  "symbols": ["C", "C", "H", "H", "H", "H", "H", "N", "O", "S", "S"],
  "positions_angstrom": [[1.50275, 2.02049, -0.01544], [0.39170, -0.26832, 0.29035], [1.95797, 2.66859, 1.24641], [0.85846, 3.02092, -0.79624], [2.11713, 1.17438, -0.54967], [-0.93412, -1.76249, 0.66872], [-2.02735, 1.30753, -1.02693], [-0.80548, -0.80936, 0.53872], [0.34650, 1.03136, 0.17025], [1.63556, -1.25749, -0.23105], [-2.29009, 0.03828, -0.16425]],
  "nbo_charge": [-0.312, 0.405, 0.237, 0.228, 0.254, 0.422, 0.191, -0.682, -0.564, -0.254, 0.074]
}

Stability, descending: arrangement 1, arrangement 2

Arrangement 1

{
  "formula": "C6H12O2",
  "method": "ωB97M-V/def2-TZVPD",
  "e_lumo_ev": 0.7,
  "orbital_gap_ha": 0.3401,
  "smiles": "CCC(O)O.C#CC",
  "homo_ha": -0.3140,
  "multiplicity": 1,
  "symbols": ["C", "C", "C", "O", "O", "H", "H", "H", "H", "H", "H", "H", "H", "C", "C", "C", "H", "H", "H", "H"],
  "positions_angstrom": [[0.95182, 2.12917, 0.37485], [1.37051, 0.83715, -0.32073], [1.34592, -0.37895, 0.59382], [1.73345, -1.54571, 0.05304], [-0.15024, -0.52073, 1.04098], [1.59666, 2.33919, 1.23121], [-0.07349, 2.06511, 0.73837], [1.02095, 2.97491, -0.30886], [0.74333, 0.63624, -1.19000], [2.40019, 0.90939, -0.68028], [1.88025, -0.17803, 1.53236], [0.93324, -1.81302, -0.64518], [-0.15784, -1.29997, 1.61479], [-0.58012, -1.85328, -1.21515], [-1.24941, -1.12014, -0.42990], [-2.47622, -0.37312, -0.11965], [-0.91228, -2.28285, -2.14519], [-2.24870, 0.67294, 0.10077], [-3.14307, -0.41500, -0.98173], [-2.98496, -0.78331, 0.75647]],
  "nbo_charge": [-0.609, -0.460, 0.419, -0.763, -0.702, 0.203, 0.209, 0.213, 0.221, 0.221, 0.150, 0.477, 0.494, -0.560, 0.226, -0.697, 0.251, 0.235, 0.246, 0.227]
}

Arrangement 2

{
  "formula": "C6H12O2",
  "method": "ωB97M-V/def2-TZVPD",
  "e_lumo_ev": 0.9,
  "orbital_gap_ha": 0.3768,
  "smiles": "C=C(C)CCC=O.O",
  "homo_ha": -0.3448,
  "multiplicity": 1,
  "symbols": ["C", "C", "C", "C", "C", "C", "O", "H", "H", "H", "H", "H", "H", "H", "H", "H", "H", "O", "H", "H"],
  "positions_angstrom": [[2.16576, -0.05532, 0.76669], [0.83638, -0.00058, 0.94887], [0.01425, 1.32089, 1.12277], [-0.00877, -1.26382, 0.96972], [-0.92599, -1.24863, -0.22646], [-0.01664, -1.14226, -1.47838], [-0.18260, -0.17588, -2.22784], [2.64381, 0.88942, 0.61847], [2.85732, -0.92107, 0.88929], [0.22961, 2.26391, 0.54403], [0.13247, 1.55779, 2.11412], [-1.05628, 1.20428, 1.03901], [0.55909, -2.27495, 0.97664], [-0.67806, -1.25234, 1.93577], [-1.73850, -0.52828, -0.23809], [-1.49416, -2.17217, -0.42288], [0.84563, -1.75905, -1.58203], [-1.32488, 2.02660, -1.49299], [-2.01589, 2.14612, -2.18402], [-0.84254, 1.38533, -2.07269]],
  "nbo_charge": [-0.427, 0.029, -0.660, -0.447, -0.511, 0.468, -0.574, 0.197, 0.206, 0.250, 0.214, 0.223, 0.220, 0.222, 0.246, 0.225, 0.138, -0.965, 0.455, 0.491]
}

Stability, descending: arrangement 2, arrangement 1

Arrangement 1

{
  "formula": "C18H20N4O7RuS2",
  "method": "ωB97M-V/def2-TZVPD",
  "e_lumo_ev": [2.7, 1.9],
  "orbital_gap_ha": [0.2465, 0.2415],
  "s2": 8.7655,
  "charge": -1,
  "homo_ha": [-0.1464, -0.1709],
  "multiplicity": 6,
  "symbols": ["Ru", "O", "C", "O", "C", "O", "C", "C", "O", "O", "H", "H", "H", "H", "H", "S", "C", "C", "C", "C", "C", "C", "S", "H", "H", "H", "H", "C", "N", "C", "C", "N", "H", "H", "H", "H", "H", "H", "C", "N", "C", "C", "C", "O", "N", "C", "O", "H", "H", "H", "H", "H"],
  "positions_angstrom": [[-1.06075, 0.02529, -0.58357], [0.03726, 2.51171, 2.77042], [-1.03692, 2.58156, 1.99060], [-1.03559, 3.02606, 0.86939], [-2.28867, 2.02078, 2.64570], [-3.14837, 1.41778, 1.71587], [-3.82907, 2.30550, 0.84326], [-3.47081, 2.18645, -0.64204], [-4.00088, 3.00060, -1.38388], [-2.69193, 1.23391, -1.01397], [0.83931, 2.58135, 2.17817], [-2.79184, 2.83219, 3.19056], [-1.99289, 1.25394, 3.35718], [-3.66284, 3.34718, 1.11979], [-4.90009, 2.09650, 0.92113], [-2.47255, -1.95487, -0.48940], [-1.39801, -3.32812, -0.49267], [-1.89912, -4.57820, -0.10257], [-1.10567, -5.70988, -0.14037], [0.20930, -5.61581, -0.58445], [0.72370, -4.39059, -0.96576], [-0.05336, -3.22327, -0.90837], [0.66179, -1.69327, -1.33999], [-2.92800, -4.64585, 0.22798], [-1.51468, -6.66531, 0.16627], [0.83417, -6.50015, -0.63589], [1.74751, -4.31510, -1.31330], [1.71198, -2.85536, 2.00991], [1.68067, -1.39756, 2.11520], [2.92705, -0.68937, 1.82655], [0.55630, -0.77858, 1.85956], [-0.45314, -0.24413, 1.65416], [2.32404, -3.25833, 2.81788], [2.12860, -3.15026, 1.04594], [0.70156, -3.25290, 2.08025], [3.66247, -0.93436, 2.59424], [2.74556, 0.38331, 1.81892], [3.29607, -0.99426, 0.84364], [0.92191, 2.76335, -4.23678], [1.32361, 2.62317, -2.84694], [2.30031, 3.38587, -2.27932], [2.59936, 3.27844, -0.97807], [1.84273, 2.34601, -0.15224], [2.06834, 2.27565, 1.07615], [0.91251, 1.57229, -0.76038], [0.62616, 1.71943, -2.06568], [-0.27671, 1.05442, -2.59855], [1.58040, 3.48694, -4.71402], [-0.11093, 3.10275, -4.30068], [0.99309, 1.80405, -4.74580], [2.80260, 4.07522, -2.94560], [3.36449, 3.88381, -0.51848]],
  "lowdin_spin": [3.798, 0.000, 0.001, 0.005, 0.000, 0.005, 0.003, 0.020, 0.025, 0.153, 0.000, 0.000, 0.000, 0.001, 0.000, 0.340, 0.041, 0.024, 0.005, 0.018, 0.010, 0.038, 0.229, 0.004, 0.000, 0.001, 0.003, 0.002, 0.015, 0.002, 0.034, 0.057, 0.000, 0.002, 0.000, 0.000, 0.000, 0.002, 0.001, 0.002, 0.001, 0.003, 0.007, 0.001, 0.059, 0.009, 0.079, 0.000, 0.000, 0.000, 0.000, 0.001]
}

Arrangement 2

{
  "formula": "C18H20N4O7RuS2",
  "method": "ωB97M-V/def2-TZVPD",
  "e_lumo_ev": [2.6, 2.0],
  "orbital_gap_ha": [0.2557, 0.2554],
  "s2": 8.7634,
  "charge": -1,
  "homo_ha": [-0.1587, -0.1818],
  "multiplicity": 6,
  "symbols": ["Ru", "O", "C", "O", "C", "O", "C", "C", "O", "O", "H", "H", "H", "H", "H", "S", "C", "C", "C", "C", "C", "C", "S", "H", "H", "H", "H", "C", "N", "C", "C", "N", "H", "H", "H", "H", "H", "H", "C", "N", "C", "C", "C", "O", "N", "C", "O", "H", "H", "H", "H", "H"],
  "positions_angstrom": [[-0.36682, -0.19828, 0.92064], [0.18378, -5.68520, 1.67193], [-0.55646, -4.60611, 2.03041], [-0.98612, -4.46017, 3.13926], [-0.75713, -3.69071, 0.84276], [-1.34411, -2.47287, 1.17112], [-2.75219, -2.49006, 1.38175], [-3.27153, -1.06759, 1.50379], [-4.46796, -0.91732, 1.67827], [-2.39698, -0.12946, 1.42731], [0.27078, -6.22268, 2.47247], [-1.35382, -4.23013, 0.09648], [0.21830, -3.48463, 0.39898], [-2.98422, -3.03911, 2.29475], [-3.24157, -2.94192, 0.51718], [1.48023, -1.35994, 1.94603], [2.55584, 0.03300, 2.06591], [3.93718, -0.18208, 2.04726], [4.82895, 0.86892, 2.16633], [4.34844, 2.16642, 2.30503], [2.98377, 2.39417, 2.32149], [2.06635, 1.34355, 2.20573], [0.34259, 1.70538, 2.27280], [4.29816, -1.19655, 1.93298], [5.89462, 0.67509, 2.14737], [5.03348, 3.00052, 2.39956], [2.60039, 3.40172, 2.43049], [-1.02559, 4.69270, 0.53698], [-0.51616, 4.00313, -0.64758], [0.94157, 3.88134, -0.72093], [-1.24546, 2.98170, -1.09497], [-1.89221, 2.12835, -1.53197], [-0.65669, 5.71960, 0.52457], [-0.69700, 4.19395, 1.45185], [-2.11275, 4.70630, 0.50583], [1.35800, 4.88927, -0.68126], [1.21879, 3.40572, -1.65708], [1.33225, 3.27782, 0.09937], [-2.35257, -1.76441, -4.25536], [-1.34637, -1.12153, -3.43161], [-0.41073, -0.28590, -3.96036], [0.49809, 0.34232, -3.19915], [0.40095, 0.16543, -1.76732], [1.09274, 0.79735, -0.94693], [-0.50387, -0.71426, -1.27457], [-1.39207, -1.38372, -2.04853], [-2.20766, -2.20150, -1.64416], [-2.21381, -1.44588, -5.28698], [-3.34870, -1.48420, -3.91585], [-2.26582, -2.84812, -4.19067], [-0.45092, -0.16270, -5.03527], [1.23204, 1.01329, -3.61612]],
  "lowdin_spin": [3.784, 0.000, 0.001, 0.000, 0.004, 0.056, 0.005, 0.018, 0.021, 0.175, 0.000, 0.001, 0.000, 0.001, 0.001, 0.315, 0.047, 0.018, 0.010, 0.013, 0.014, 0.041, 0.254, 0.004, 0.001, 0.001, 0.003, 0.002, 0.000, 0.001, 0.002, 0.003, 0.000, 0.002, 0.000, 0.000, 0.000, 0.001, 0.001, 0.003, 0.003, 0.002, 0.015, 0.078, 0.082, 0.011, 0.005, 0.000, 0.000, 0.000, 0.000, 0.001]
}

Stability, descending: arrangement 2, arrangement 1

Arrangement 1

{
  "formula": "C7H13BN3O3",
  "method": "ωB97M-V/def2-TZVPD",
  "e_lumo_ev": -3.4,
  "orbital_gap_ha": 0.3531,
  "charge": 1,
  "homo_ha": -0.4768,
  "multiplicity": 1,
  "symbols": ["B", "C", "C", "C", "C", "C", "C", "C", "N", "N", "N", "O", "O", "O", "H", "H", "H", "H", "H", "H", "H", "H", "H", "H", "H", "H", "H"],
  "positions_angstrom": [[1.27782, -0.32776, 2.54108], [0.79355, 0.95684, -2.44643], [1.55573, 0.23718, -1.55359], [-0.46182, 0.39168, -0.72729], [-1.67338, 0.13817, 0.21089], [3.29459, -1.18647, 0.99328], [-1.58965, 1.69768, -2.45323], [-2.80965, -1.36733, 1.46844], [-0.43897, 1.05123, -1.93953], [0.72082, -0.13901, -0.54476], [2.11840, -0.78940, 1.70884], [-2.53111, 0.94385, 0.25332], [0.34264, 0.45683, 2.88764], [-1.63175, -1.13580, 0.68926], [1.25248, 1.58938, -3.16306], [3.70754, -0.42716, 0.40073], [2.90304, -2.10385, 0.38487], [4.15814, -1.55178, 1.77833], [-2.09709, 2.14401, -1.56770], [-1.26114, 2.35871, -3.30935], [-2.24365, 0.86914, -2.84008], [-2.43842, -1.99760, 2.30566], [-3.50740, -1.86566, 0.74506], [-3.23137, -0.48942, 1.92524], [0.88771, -0.51099, 0.44047], [2.60887, -0.02448, -1.79986], [0.29407, 1.08202, 3.61179]],
  "nbo_charge": [1.105, -0.035, -0.051, 0.293, 0.770, -0.412, -0.430, -0.283, -0.264, -0.451, -0.916, -0.524, -0.894, -0.481, 0.255, 0.196, 0.207, 0.232, 0.264, 0.242, 0.230, 0.213, 0.214, 0.218, 0.487, 0.266, 0.550]
}

Arrangement 2

{
  "formula": "C7H13BN3O3",
  "method": "ωB97M-V/def2-TZVPD",
  "e_lumo_ev": -4.0,
  "orbital_gap_ha": 0.3264,
  "smiles": "COC(=O)c1[nH+]c(NB(C)O)cn1C",
  "charge": 1,
  "homo_ha": -0.4727,
  "multiplicity": 1,
  "symbols": ["C", "O", "C", "O", "C", "N", "C", "N", "B", "C", "O", "C", "N", "C", "H", "H", "H", "H", "H", "H", "H", "H", "H", "H", "H", "H", "H"],
  "positions_angstrom": [[-1.45427, -2.24107, -4.05973], [-0.96586, -1.55480, -2.95185], [-1.63564, -1.85738, -1.76818], [-2.54940, -2.59610, -1.56208], [-1.03329, -0.95440, -0.70781], [0.10407, -0.27285, -0.82762], [0.29953, 0.46445, 0.30418], [1.58292, 1.29603, 0.40034], [1.98255, 1.68406, 1.84779], [3.50408, 2.09312, 2.14496], [1.01804, 1.70844, 2.76488], [-0.77750, 0.24623, 1.17930], [-1.59162, -0.60981, 0.48954], [-2.83409, -1.09084, 0.97337], [-1.63525, -1.65683, -5.00488], [-2.33033, -2.72833, -3.78559], [-0.81374, -3.00028, -4.60440], [0.45783, -0.15999, -1.72545], [2.29923, 0.96488, -0.24535], [3.84798, 1.69090, 3.11204], [3.63213, 3.14986, 2.14660], [4.13457, 1.62592, 1.45181], [1.32148, 2.08105, 3.52617], [-0.98965, 0.63563, 2.15403], [-3.49854, -1.32600, 0.11778], [-2.75406, -1.95030, 1.58206], [-3.28128, -0.29471, 1.68087]],
  "nbo_charge": [-0.301, -0.503, 0.764, -0.504, 0.281, -0.462, 0.362, -0.839, 1.048, -0.994, -0.872, -0.084, -0.238, -0.425, 0.217, 0.210, 0.213, 0.458, 0.410, 0.246, 0.258, 0.237, 0.504, 0.283, 0.258, 0.238, 0.236]
}

Stability, descending: arrangement 2, arrangement 1